Record 1
Molecular formula: C4H7NO
Method: DFT, ωB97M-V with the def2-TZVPD basis set

Calculated values
frontier orbital gap	0.3646	Eh
net charge	0
molecular weight	85.11	g mol⁻¹
energy above the lowest of the compared OMol25 structures with the same formula, charge and spin	70.83	kcal/mol

CARTESIAN COORDINATES (ANGSTROEM)
N 2.835 -0.099 -0.067
C 1.636 -0.630 0.151
O 0.703 0.307 -0.099
C -0.563 -0.170 0.282
C -1.650 -0.237 -0.731
C -1.675 0.803 0.373
H 3.610 -0.711 0.123
H 3.011 0.858 -0.362
H -0.448 -0.963 1.007
H -1.396 0.102 -1.731
H -2.326 -1.085 -0.681
H -2.365 0.686 1.204
H -1.433 1.824 0.098

Atomic partial charges in e from the natural (NBO) method, atoms 1 to 5: number 1, N, carries -0.8132; number 2, C, carries 0.2733; number 3, O, carries -0.5285; number 4, C, carries 0.0764; number 5, C, carries -0.4461

***

Record 2
Molecular formula: C19H32BBr3Cl2CsF5MgNO7
Method: DFT, ωB97M-V with the def2-TZVPD basis set

Calculated values
frontier orbital gap	0.0367	Eh
net charge	-1
molecular weight	960.10	g mol⁻¹
energy above the lowest of the compared OMol25 structures with the same formula, charge and spin	0.00	kcal/mol

CARTESIAN COORDINATES (ANGSTROEM)
F 6.129 -2.930 -0.108
C 5.828 -3.066 -1.499
F 4.891 -4.111 -1.709
F 7.097 -3.392 -2.103
C 5.387 -1.668 -2.157
C 3.858 -1.246 -1.837
B 3.596 -0.667 -0.323
C 4.718 0.473 0.142
C 5.102 1.483 -0.961
C 6.218 2.564 -0.558
C 6.697 2.353 0.939
C 6.159 1.299 1.905
N 5.163 0.358 1.488
H 5.470 -1.758 -3.306
H 6.174 -0.909 -1.844
H 3.124 -2.161 -2.003
H 3.539 -0.398 -2.586
H 2.500 -0.177 -0.254
H 3.566 -1.595 0.434
H 4.655 1.454 -2.009
H 6.609 3.368 -1.257
H 7.518 3.052 1.331
H 6.546 1.216 2.984
Cs 1.634 -1.657 -2.974
C -2.609 -2.482 2.274
C -2.178 -2.311 0.820
O -0.988 -1.941 0.648
O -3.071 -2.563 -0.032
H -1.793 -2.249 2.961
H -3.447 -1.815 2.494
H -2.924 -3.515 2.448
C 3.013 5.698 -1.558
C 2.628 5.568 -0.097
O 2.888 4.246 0.361
H 2.454 4.983 -2.166
H 2.814 6.707 -1.926
H 4.075 5.476 -1.699
H 1.565 5.769 0.036
H 3.193 6.274 0.521
H 3.833 4.079 0.247
Br -6.160 -1.236 0.987
C -6.857 -2.285 -0.514
C -5.780 -2.549 -1.534
Br -5.433 -0.968 -2.620
H -7.719 -1.737 -0.916
H -7.205 -3.219 -0.072
H -6.101 -3.315 -2.240
H -4.825 -2.844 -1.091
Mg -7.129 -1.230 3.204
C -4.635 1.437 7.460
C -5.051 0.144 8.088
O -5.166 -0.728 6.983
C -4.277 -0.265 6.059
O -3.901 -0.892 5.115
O -3.863 1.002 6.350
F -6.266 0.258 8.677
H -5.485 2.025 7.103
H -4.039 2.055 8.134
H -4.329 -0.261 8.803
Br 7.711 1.213 -1.426
O -0.019 4.320 0.025
H 0.706 3.767 0.350
H -0.423 3.787 -0.671
Cl -1.188 -2.772 -6.802
C -2.913 -2.627 -7.213
C -3.730 -2.259 -5.992
Cl -3.780 -3.580 -4.801
H -3.242 -3.569 -7.656
H -3.002 -1.847 -7.971
H -4.762 -2.049 -6.279
H -3.327 -1.374 -5.496
F -9.448 -2.210 -1.111

Atomic partial charges in e from the Löwdin method, atoms 1 to 5: number 1, F, carries 0.0618; number 2, C, carries -0.3693; number 3, F, carries 0.0616; number 4, F, carries 0.0198; number 5, C, carries -0.0863

***

Q: Which of these has the lowest frontier orbital gap?
A: C19H32BBr3Cl2CsF5MgNO7

***

Q: Number 1 is which compound?
A: C4H7NO

***

Q: Number 1 is which compound?
A: C4H7NO

***

Q: Number 2 is which compound?
A: C19H32BBr3Cl2CsF5MgNO7